--- i ---
The following is a DFT calculation (the ωB97M-V functional and the def2-TZVPD basis) of a single C3H7NOS molecule.

Summary:
highest occupied orbital energy	-9.4	eV

Each line ends with the Löwdin charge.
Element x y z (Å)
1 C -2.090 0.593 0.716  -0.360
2 H -0.320 0.474 -1.154  0.078
3 S 2.120 1.097 -0.681  0.673
4 H -0.470 -0.215 1.605  0.131
5 H -2.063 1.406 -0.045  0.135
6 H 1.562 -1.150 -1.340  0.061
7 C -0.206 -0.415 -0.535  -0.294
8 N -0.859 -0.031 0.700  -0.016
9 C 1.339 -0.565 -0.426  -0.526
10 O -3.025 0.237 1.379  0.057
11 H -0.600 -1.307 -1.043  0.117
12 H 2.878 1.094 0.473  -0.133
13 H 1.734 -1.218 0.352  0.076

=====

--- ii ---
The following is a DFT calculation (the ωB97M-V functional and the def2-TZVPD basis) of a single C3H7NOS molecule.

Summary:
highest occupied orbital energy	-9.0	eV

Each line ends with the Löwdin charge.
Element x y z (Å)
1 N 0.367 -1.498 2.286  0.162
2 H 0.926 -1.902 2.963  0.078
3 C 0.184 -0.667 0.032  -0.212
4 H -0.006 1.523 -0.396  0.075
5 H -0.292 -2.100 1.918  0.049
6 H -0.768 -1.476 0.089  0.166
7 C -0.493 0.508 -0.554  -0.623
8 O 1.266 0.637 1.805  0.032
9 H -1.391 0.695 0.092  0.093
10 H -1.361 1.895 -1.986  -0.136
11 S -0.823 0.721 -2.371  0.655
12 C 0.734 -0.447 1.446  -0.451
13 H 0.807 -1.152 -0.728  0.112

=====

Here are the energies relative to the best structure, in eV: i 0.000; ii 0.139.

=====

--- i ---
The following is a DFT calculation (the ωB97M-V functional and the def2-TZVPD basis) of a single C3H7NOS molecule.

Summary:
highest occupied orbital energy	-9.2	eV

Each line ends with the Löwdin charge.
Element x y z (Å)
1 H 3.099 -0.135 0.144  0.112
2 H -2.462 -1.625 1.358  -0.160
3 C -0.070 0.598 -0.617  -0.163
4 C -0.425 -0.666 0.265  -0.528
5 H 2.187 -0.665 -1.275  0.097
6 O 1.596 1.844 0.477  0.050
7 H -0.048 0.396 -1.690  0.117
8 S -2.249 -0.978 0.202  0.670
9 H 0.014 -1.530 -0.237  0.050
10 H -0.884 1.273 -0.351  0.099
11 H -0.256 -0.747 1.329  0.068
12 N 2.325 -0.056 -0.492  0.154
13 C 1.354 0.885 -0.235  -0.564

=====

--- ii ---
The following is a DFT calculation (the ωB97M-V functional and the def2-TZVPD basis) of a single C3H7NOS molecule.

Summary:
highest occupied orbital energy	-8.3	eV

Each line ends with the Löwdin charge.
Element x y z (Å)
1 C -1.062 -0.766 -1.655  -0.256
2 C 1.312 0.308 0.929  -0.302
3 H -2.169 -0.358 -1.750  0.099
4 H 2.143 1.627 -0.358  0.222
5 O 2.392 0.595 0.068  -0.112
6 H -1.092 -1.833 -1.303  0.087
7 C 0.053 0.063 0.195  -0.782
8 H 0.907 0.234 -1.667  0.164
9 H -1.064 -0.892 -2.804  0.089
10 N -0.054 0.146 -1.182  -0.090
11 H 1.467 -0.535 1.552  0.120
12 S -1.376 -0.166 0.977  0.699
13 H 1.244 1.002 1.612  0.062

=====

--- iii ---
The following is a DFT calculation (the ωB97M-V functional and the def2-TZVPD basis) of a single C3H7NOS molecule.

Summary:
highest occupied orbital energy	-9.0	eV

Each line ends with the Löwdin charge.
Element x y z (Å)
1 N -0.650 -1.153 -1.028  0.045
2 H -0.467 0.909 -1.029  0.124
3 H -1.325 -1.556 -0.421  0.049
4 C 1.317 0.197 -0.283  -0.846
5 C -0.818 0.186 1.005  -0.063
6 H -0.502 -0.642 1.649  0.089
7 H -0.574 1.163 1.489  0.098
8 C -0.173 0.105 -0.365  -0.479
9 H 1.008 1.938 -0.646  0.096
10 H -1.868 0.292 0.839  0.073
11 O 1.798 1.438 -0.445  0.038
12 H 0.090 -1.808 -1.014  0.004
13 S 2.162 -1.068 0.248  0.773

=====

Here are the energies relative to the best structure, in eV: i 0.000; ii 2.121; iii 0.328.

=====

--- i ---
The following is a DFT calculation (the ωB97M-V functional and the def2-TZVPD basis) of a gas-phase ion, C2H2N3O (charge +1).

Summary:
highest occupied orbital energy	-15.7	eV
charge	+1

Each line ends with the Löwdin charge.
Element x y z (Å)
1 H -1.625 0.997 -1.385  0.151
2 H 3.364 -0.448 0.417  0.128
3 C 2.324 -0.359 0.210  0.276
4 N -1.095 -0.514 0.160  0.138
5 N 1.228 -0.658 0.150  0.140
6 C -1.736 0.798 -0.326  -0.136
7 N -0.185 -1.219 0.240  0.133
8 O -2.274 1.403 0.534  0.170

=====

--- ii ---
The following is a DFT calculation (the ωB97M-V functional and the def2-TZVPD basis) of a molecular structure, C2H2N3O.

Summary:
highest occupied orbital energy	-16.7	eV
charge	+1

Each line ends with the Löwdin charge.
Element x y z (Å)
1 O -1.665 -1.032 -0.149  0.211
2 N -0.797 -0.453 0.755  0.080
3 N -0.517 0.638 -0.013  0.165
4 N -0.649 0.113 -2.205  0.275
5 C 0.339 0.336 -1.446  0.161
6 H -0.964 -0.413 1.763  0.205
7 C -1.346 -0.050 -0.957  -0.208
8 H 1.314 0.365 -1.571  0.112

=====

Here are the energies relative to the best structure, in eV: i 0.000; ii 2.497.

=====

--- i ---
The following is a DFT calculation (the ωB97M-V functional and the def2-TZVPD basis) of a single CH3F2OP molecule.

Summary:
highest occupied orbital energy	-9.5	eV

Each line ends with the Löwdin charge.
Element x y z (Å)
1 C 1.000 0.193 -0.026  -0.545
2 P -0.681 -1.067 0.326  0.901
3 O -1.759 0.026 -0.325  -0.394
4 H 0.590 1.234 -0.304  0.128
5 F 1.796 0.279 1.043  0.005
6 H -1.832 0.000 -1.220  -0.026
7 F 1.681 -0.139 -1.114  0.004
8 H -0.795 -0.526 1.619  -0.073

=====

--- ii ---
The following is a DFT calculation (the ωB97M-V functional and the def2-TZVPD basis) of 2 unconnected molecules or ions with the total composition CH3F2OP.

Summary:
highest occupied orbital energy	-9.7	eV

Each line ends with the Löwdin charge.
Element x y z (Å)
1 H 2.571 1.577 -1.654  -0.166
2 H -2.139 -1.352 -0.074  0.147
3 C -1.595 -0.510 0.540  -0.244
4 P 2.903 1.128 -0.379  0.740
5 F -2.650 0.078 1.176  -0.001
6 O 2.830 -0.310 -0.401  -0.571
7 H -0.861 -1.036 1.108  0.108
8 F -1.060 0.426 -0.315  -0.013

=====

Here are the energies relative to the best structure, in eV: i 0.000; ii 0.652.

=====

--- i ---
The following is a DFT calculation (the ωB97M-V functional and the def2-TZVPD basis) of 3 unconnected molecules or ions with the total composition C5H13NO2S.

Summary:
highest occupied orbital energy	-9.2	eV

Each line ends with the Löwdin charge.
Element x y z (Å)
1 H -0.950 -1.031 -2.560  0.108
2 S -2.314 1.417 -0.759  0.715
3 O -2.801 1.216 0.611  -0.314
4 H -2.229 -1.463 -0.526  0.067
5 C -0.520 -0.319 -0.528  -0.461
6 C 0.359 0.558 0.394  -0.035
7 H 4.946 -2.209 3.206  0.015
8 H 0.293 0.065 -2.498  0.031
9 H 5.009 -1.697 1.775  -0.054
10 O -3.014 0.786 -1.821  -0.305
11 H -1.904 -0.817 0.993  0.079
12 H 0.677 1.368 -0.196  0.055
13 H -0.489 0.858 1.054  0.076
14 C -0.359 -0.361 -1.868  0.050
15 H -0.971 -2.074 0.496  0.041
16 H -1.033 2.875 -2.067  0.012
17 N 4.475 -2.249 2.314  0.037
18 C -1.446 -1.296 0.132  -0.058
19 H 1.017 -0.125 0.861  0.071
20 H 3.752 -1.564 2.448  0.001
21 H -1.013 3.248 -0.322  0.009
22 C -1.484 2.815 -1.141  -0.140

=====

--- ii ---
The following is a DFT calculation (the ωB97M-V functional and the def2-TZVPD basis) of 2 unconnected molecules or ions with the total composition C5H13NO2S.

Summary:
highest occupied orbital energy	-8.9	eV

Each line ends with the Löwdin charge.
Element x y z (Å)
1 H -2.206 1.861 -1.460  0.024
2 H -1.672 3.205 -0.461  0.129
3 H -1.124 -1.005 -1.412  0.091
4 H 1.516 0.545 3.023  0.063
5 C -0.066 -0.779 -1.138  -0.214
6 H 1.880 -1.674 -1.602  0.090
7 H 1.093 -1.027 2.283  0.069
8 O -1.003 -1.080 1.049  -0.267
9 H 0.129 0.061 -1.779  0.094
10 H 0.925 -2.463 -0.240  0.076
11 C 1.573 -0.036 2.086  -0.066
12 H 0.151 1.631 1.210  0.089
13 C 0.748 0.761 0.939  -0.154
14 C -0.292 -0.183 0.288  -0.640
15 O -2.968 -0.482 -0.423  -0.432
16 S -2.076 0.063 0.511  0.948
17 N -1.523 2.110 -0.768  -0.042
18 H -0.607 2.288 -1.086  0.002
19 H 1.530 1.059 0.275  0.089
20 H 0.482 -2.655 -1.894  0.053
21 H 2.637 -0.238 1.799  0.075
22 C 0.874 -1.962 -1.199  -0.076

=====

Here are the energies relative to the best structure, in eV: i 1.891; ii 0.000.

=====

--- i ---
The following is a DFT calculation (the ωB97M-V functional and the def2-TZVPD basis) of 2 unconnected molecules or ions with the total composition CH3FO3.

Summary:
highest occupied orbital energy	-11.1	eV

Each line ends with the Löwdin charge.
Element x y z (Å)
1 O 0.427 -0.225 1.435  -0.081
2 H 0.412 0.762 1.608  0.110
3 H 1.339 -0.683 1.612  0.144
4 F -0.777 0.398 -2.464  0.121
5 O -0.197 1.321 -0.567  0.105
6 C -0.438 0.307 -1.166  -0.644
7 H -0.278 -0.967 0.295  0.128
8 O -0.487 -0.913 -0.753  0.116

=====

--- ii ---
The following is a DFT calculation (the ωB97M-V functional and the def2-TZVPD basis) of 2 unconnected molecules or ions with the total composition CH3FO3.

Summary:
highest occupied orbital energy	-12.5	eV

Each line ends with the Löwdin charge.
Element x y z (Å)
1 H -1.204 -1.639 1.497  0.145
2 H 1.540 0.597 -0.084  0.065
3 F 2.218 1.179 -0.555  -0.166
4 O -1.626 -1.189 0.748  0.183
5 O -1.059 0.207 -0.775  0.183
6 O 0.530 -0.540 0.546  0.141
7 C -0.599 -0.544 0.212  -0.668
8 H -0.282 0.494 -1.237  0.116

=====

Here are the energies relative to the best structure, in eV: i 0.570; ii 0.000.